ORCA calculation (ωB97M-V/def2-TZVPD) on C14H12Cl2O in the gas phase in a non-equilibrium geometry.

Calculated values
multiplicity	1
SMILES	CC(C)=C1c2ccccc2[C@H]2[C@@H]1C(=O)C2(Cl)Cl
orbital gap	0.2973	Ha
highest occupied orbital energy	-0.30336	Eh

```
29
C14H12Cl2O, DFT ωB97M-V/def2-TZVPD
C 0.035 3.059 2.477
C 0.813 1.776 2.325
C 2.041 1.460 3.141
C 0.434 0.939 1.264
C 1.171 -0.224 0.566
C 2.546 -0.646 0.553
C 2.905 -1.689 -0.293
C 2.025 -2.223 -1.299
C 0.655 -1.846 -1.323
C 0.286 -0.787 -0.365
C -1.129 -0.155 -0.405
C -0.946 1.075 0.707
C -1.228 1.987 -0.461
O -1.729 3.125 -0.466
C -1.479 0.834 -1.485
Cl -3.107 0.501 -1.908
Cl -0.409 0.872 -2.956
H -0.972 3.042 2.315
H 0.350 3.750 1.613
H 0.298 3.581 3.385
H 2.958 1.925 2.728
H 1.930 1.719 4.183
H 2.247 0.404 3.184
H 3.284 -0.224 1.233
H 3.887 -1.981 -0.510
H 2.413 -2.915 -2.024
H -0.153 -2.281 -1.975
H -1.892 -0.904 -0.260
H -1.887 1.172 1.399
```